{
  "formula": "C2H4ClNO2",
  "method": "ωB97M-V/def2-TZVPD",
  "elements": ["C", "C", "N", "O", "O", "Cl", "H", "H", "H", "H"],
  "positions_angstrom": [[-0.604, -0.368, 0.449], [-0.966, 0.183, -1.189], [-0.215, -0.103, -2.142], [0.496, -1.190, 0.242], [-0.402, 0.738, 1.283], [-2.274, 1.310, -1.255], [-1.413, -1.155, 1.390], [0.023, 1.546, 0.917], [-0.210, 0.542, -2.966], [0.655, -1.262, -0.734]],
  "lowdin_charge": [-0.41, -0.72, 0.07, -0.06, -0.06, 0.66, 0.24, 0.11, 0.10, 0.08],
  "lumo_ev": 0.6183,
  "homo_lumo_gap_ev": 11.21,
  "e_tot_ha": -743.94113,
  "e_above_lowest_ev": 2.553,
  "multiplicity": 1,
  "charge": 0
}

{
  "formula": "C2H4ClOP",
  "method": "ωB97M-V/def2-TZVPD",
  "elements": ["C", "C", "O", "P", "Cl", "H", "H", "H", "H"],
  "positions_angstrom": [[1.373, -1.854, -0.318], [1.478, -0.505, 0.319], [-0.023, -2.105, 0.023], [-0.237, -0.475, 0.522], [-4.086, -0.103, -0.629], [1.337, -1.664, -1.382], [2.143, -2.572, -0.039], [2.446, -0.013, 0.464], [-3.814, 0.686, 0.215]],
  "lowdin_charge": [-0.39, -0.34, -0.45, 0.94, 0.33, 0.10, 0.11, 0.05, -0.35],
  "lumo_ev": 0.2060,
  "homo_lumo_gap_ev": 9.11,
  "e_tot_ha": -955.31397,
  "e_above_lowest_ev": 2.506,
  "multiplicity": 1,
  "charge": 0
}

{
  "formula": "C2H4ClOP",
  "method": "ωB97M-V/def2-TZVPD",
  "elements": ["C", "C", "O", "P", "Cl", "H", "H", "H", "H"],
  "positions_angstrom": [[-0.059, -0.170, 0.010], [-1.562, -0.125, -0.094], [3.324, -0.059, -0.188], [0.843, -1.614, 0.152], [2.935, 1.508, 0.134], [0.655, 0.651, 0.112], [-1.968, -0.233, 0.960], [-2.052, -0.788, -0.764], [-2.116, 0.829, -0.322]],
  "lowdin_charge": [-0.60, -0.22, -0.75, 0.88, 0.54, -0.06, 0.09, 0.04, 0.08],
  "lumo_ev": [-1.2383, -2.1580],
  "homo_lumo_gap_ev": [8.47, 6.33],
  "e_tot_ha": -955.17923,
  "e_above_lowest_ev": 6.173,
  "multiplicity": 1,
  "charge": 0
}

{
  "formula": "C2H4ClOP",
  "method": "ωB97M-V/def2-TZVPD",
  "elements": ["C", "C", "O", "P", "Cl", "H", "H", "H", "H"],
  "positions_angstrom": [[-0.891, 0.076, 0.115], [1.618, -0.231, -0.006], [0.359, -0.650, 0.431], [-2.379, -0.578, 0.492], [-3.513, 0.876, -0.165], [-0.942, 0.825, -0.572], [2.370, -0.910, 0.358], [1.832, 0.872, 0.419], [1.545, -0.281, -1.071]],
  "lowdin_charge": [-0.48, -0.13, -0.27, 0.46, 0.15, -0.01, 0.08, 0.13, 0.07],
  "lumo_ev": 0.2266,
  "homo_lumo_gap_ev": 8.91,
  "e_tot_ha": -955.32056,
  "e_above_lowest_ev": 2.327,
  "multiplicity": 1,
  "charge": 0
}